P:
C3H9N3 | ωB97M-V/def2-TZVPD

The total charge is 0. As for the structure (SMILES): [H]/N=C/[C@H](N)NC. As for the HOMO-LUMO gap: 9.756 eV.

Each line ends with the natural charge from an NBO analysis.
Positions of all 15 atoms, in Å:
N: -0.8731 0.5135 -0.0789  -0.637
N: 1.5394 1.6077 -0.5051  -0.686
N: 0.9862 -1.2481 0.0385  -0.880
C: 0.2190 -0.0258 0.6263  0.048
C: -2.0160 -0.3419 -0.3152  -0.408
C: 1.4510 0.8169 0.4887  0.169
H: 2.4052 2.1398 -0.5544  0.349
H: 2.1509 0.7650 1.3297  0.170
H: -0.0430 -0.2921 1.6546  0.190
H: 0.5270 -2.1210 0.2787  0.365
H: -1.8542 -1.0941 -1.1004  0.169
H: -2.2806 -0.8523 0.6109  0.189
H: -2.8567 0.2840 -0.6103  0.203
H: -0.5366 0.9943 -0.9145  0.392
H: 1.1815 -1.1458 -0.9485  0.370

Q:
C3H9N3 | ωB97M-V/def2-TZVPD

The total charge is 0. As for the structure (SMILES): [H]/N=C(/N)NCC. As for the HOMO-LUMO gap: 9.730 eV.

Each line ends with the natural charge from an NBO analysis.
Positions of all 15 atoms, in Å:
N: -0.1609 -1.1688 0.3595  -0.701
N: -1.5904 -0.2184 -1.2876  -0.767
N: -1.7268 0.5233 0.8489  -0.831
C: 1.1604 -0.6063 0.3323  -0.192
C: -1.2061 -0.3155 -0.0835  0.579
C: 1.2911 0.8729 -0.2201  -0.681
H: 0.6350 1.4165 -0.8899  0.238
H: -1.8082 0.0945 1.7545  0.401
H: 1.6512 -0.6672 1.2037  0.182
H: -2.2621 1.3023 0.4300  0.417
H: -0.3063 -2.1398 0.0380  0.392
H: 2.2863 0.9234 -0.7384  0.222
H: 1.0530 1.6919 0.5504  0.222
H: -0.8048 -0.4456 -1.9846  0.342
H: 1.7885 -1.2632 -0.3131  0.178

How do the energies compare? Relative to the most stable structure, in hartree: P 0.0000; Q 0.0157.

P:
C5H7NO2 | ωB97M-V/def2-TZVPD

The total charge is 0. As for the structure (SMILES): CC(=C=N)CC(=O)O. As for the HOMO-LUMO gap: 9.317 eV.

Each line ends with the natural charge from an NBO analysis.
Positions of all 15 atoms, in Å:
O: 2.0730 1.4855 -0.0527  -0.688
O: 2.2203 -0.4059 -1.2391  -0.587
N: -0.9071 0.8685 -2.0642  -0.622
C: -1.8101 -0.6230 1.0176  -0.602
C: -0.6811 0.3366 -0.9855  0.407
C: -0.6178 -0.2265 0.2034  -0.215
C: 0.7583 -0.3864 0.7661  -0.484
C: 1.7092 0.2272 -0.3557  0.801
H: -1.0687 0.2765 -2.8819  0.380
H: 0.9896 -1.4393 0.9623  0.231
H: -1.8647 -0.0250 1.9277  0.214
H: 0.9243 0.2614 1.6256  0.227
H: 2.7342 1.8041 -0.6895  0.499
H: -1.7283 -1.6703 1.3124  0.215
H: -2.7312 -0.4832 0.4536  0.225

Q:
C5H7NO2 | ωB97M-V/def2-TZVPD

The total charge is 0. As for the structure (SMILES): O=CN1[C@@H]2COC[C@@H]21. As for the HOMO-LUMO gap: 10.639 eV.

Each line ends with the natural charge from an NBO analysis.
Positions of all 15 atoms, in Å:
O: -3.1392 0.5299 -0.1760  -0.554
O: 1.7657 0.2880 -0.7578  -0.514
N: -0.9316 -0.1300 -0.5543  -0.449
C: -2.3238 -0.3272 -0.4485  0.544
C: -0.0372 -0.7464 0.4061  -0.095
C: -0.2418 0.7234 0.3709  -0.102
C: 1.0724 1.3049 -0.1130  -0.076
C: 1.4385 -0.9581 -0.0964  -0.084
H: 1.6890 1.6386 0.7400  0.170
H: 1.0146 2.1947 -0.8073  0.205
H: -2.6596 -1.4204 -0.7050  0.118
H: -0.8238 1.2531 1.1360  0.232
H: 2.1255 -1.1526 0.7301  0.180
H: -0.4969 -1.4480 1.1362  0.221
H: 1.5481 -1.7499 -0.8609  0.203

R:
C5H7NO2 | ωB97M-V/def2-TZVPD

The total charge is 0. As for the structure (SMILES): C=CC(=O)NCC=O. As for the HOMO-LUMO gap: 10.176 eV.

Each line ends with the natural charge from an NBO analysis.
Positions of all 15 atoms, in Å:
O: 0.2941 1.7220 0.3032  -0.586
O: -4.2916 0.2689 0.0312  -0.510
N: -0.5838 -0.2568 -0.0813  -0.656
C: 2.0002 0.0695 -0.0493  -0.283
C: -3.2320 0.2924 -0.5524  0.430
C: -1.9954 0.2131 0.3363  -0.364
C: 2.9036 1.0405 -0.3812  -0.310
C: 0.5520 0.6097 0.0036  0.654
H: 2.5147 2.0517 -0.5068  0.227
H: -3.0869 0.5317 -1.6045  0.126
H: 2.0243 -0.8668 0.3840  0.212
H: -1.6672 1.2412 0.5361  0.265
H: 3.9004 0.9364 -0.0818  0.200
H: -0.5204 -1.1583 0.4333  0.382
H: -2.3241 -0.2826 1.2547  0.215

How do the energies compare? Relative to the most stable structure, in hartree: P 0.0000; Q 0.0258; R 0.0461.

P:
C5H7NO2 | ωB97M-V/def2-TZVPD

The total charge is 0. As for the structure (SMILES): N[C@@H]1[C@H]2O[C@@H]3[C@H](O2)[C@H]13. As for the HOMO-LUMO gap: 9.801 eV.

Each line ends with the natural charge from an NBO analysis.
Positions of all 15 atoms, in Å:
O: 1.4235 -1.1391 -0.5896  -0.495
O: 0.4959 -0.5302 1.3748  -0.512
N: -2.0197 -0.2196 0.1009  -0.842
C: 0.2016 -1.2928 0.2051  0.329
C: 1.0532 0.6515 0.8995  0.024
C: 0.1618 1.0184 -0.4141  -0.336
C: -0.7328 -0.2680 -0.5357  -0.078
C: 1.5411 0.2508 -0.4955  0.060
H: -1.9988 0.3179 0.9504  0.366
H: 2.4264 0.5819 -0.9730  0.215
H: -0.8149 -0.5881 -1.5635  0.209
H: 1.1393 1.3982 1.7243  0.239
H: -2.7648 0.1162 -0.4791  0.366
H: -0.0409 1.9929 -0.7467  0.236
H: -0.0710 -2.2899 0.5423  0.218

Q:
C5H7NO2 | ωB97M-V/def2-TZVPD

The total charge is 0. As for the structure (SMILES): C=CO/C(N)=C\C=O. As for the HOMO-LUMO gap: 9.426 eV.

Each line ends with the natural charge from an NBO analysis.
Positions of all 15 atoms, in Å:
O: -0.6202 1.2495 3.4972  -0.565
O: 0.3449 0.3193 -0.1894  -0.476
N: -1.2907 -1.2603 -0.5794  -0.849
C: -1.2736 0.3837 1.3126  -0.491
C: 1.8642 0.5302 -2.0051  -0.449
C: -0.7839 -0.1842 0.1862  0.557
C: 1.0646 -0.2387 -1.2776  0.081
C: -0.3121 0.9610 2.3211  0.396
H: 0.9064 0.9518 2.0609  0.116
H: -2.1610 -0.0726 1.7768  0.220
H: -1.4648 -1.2024 -1.5372  0.400
H: 1.8251 1.6780 -1.8171  0.222
H: -2.0014 -1.7820 0.0102  0.405
H: 2.7317 0.0690 -2.4440  0.223
H: 1.1707 -1.4024 -1.3152  0.210

R:
C5H7NO2 | ωB97M-V/def2-TZVPD

The total charge is 0. As for the structure (SMILES): C1=CC=1.O=C=O.CN. As for the HOMO-LUMO gap: 9.447 eV.

Each line ends with the Löwdin charge.
Positions of all 15 atoms, in Å:
O: 3.3344 2.0854 -0.2446  0.243
O: 1.3659 2.4663 -1.2729  0.216
N: -0.3318 -1.0243 -1.0027  -0.047
C: 0.4045 0.0669 2.8800  -0.006
C: -0.5600 1.0025 3.2220  -0.074
C: -0.8432 -2.1215 -1.8643  -0.161
C: 2.3784 2.3332 -0.7895  -0.474
C: -0.1528 0.9520 1.9247  -0.072
H: -0.6833 -0.1502 -1.3721  0.044
H: -1.1521 1.5226 3.8743  0.061
H: -0.6246 -1.1449 -0.0462  0.035
H: -0.2572 1.3677 0.9017  0.094
H: -1.4021 -1.7342 -2.6104  0.031
H: -0.0948 -2.8210 -2.2703  0.076
H: -1.3813 -2.8004 -1.3298  0.032

S:
C5H7NO2 | ωB97M-V/def2-TZVPD

The total charge is 0. As for the structure (SMILES): C1=NOCC2(CC2)O1. As for the HOMO-LUMO gap: 10.680 eV.

Each line ends with the natural charge from an NBO analysis.
Positions of all 15 atoms, in Å:
O: -1.7343 0.1917 0.2789  -0.405
O: 0.8384 0.9298 -0.3402  -0.487
N: -1.0913 1.2266 1.1203  -0.138
C: -1.0431 -0.5023 -0.7689  -0.102
C: 0.0458 1.5795 0.7202  0.298
C: 0.9809 -1.3989 0.4935  -0.436
C: 0.4144 -0.4126 -0.4160  0.185
C: 1.5268 -1.3287 -0.9089  -0.409
H: 1.2120 -2.0191 -1.6581  0.213
H: 0.4396 2.5336 1.1230  0.202
H: -1.6814 -1.4484 -0.8721  0.218
H: 0.3872 -2.2590 0.9571  0.231
H: 1.6494 -1.1139 1.2467  0.225
H: 2.4088 -0.8303 -1.1104  0.227
H: -1.1583 -0.0435 -1.7569  0.178

How do the energies compare? Relative to the most stable structure, in hartree: P 0.0000; Q 0.0136; R 0.0732; S 0.0593.

P:
C3H4O5 | ωB97M-V/def2-TZVPD

The total charge is 0. As for the structure (SMILES): O=C(O)C(O)C(=O)O. As for the HOMO-LUMO gap: 10.415 eV.

Each line ends with the natural charge from an NBO analysis.
Positions of all 12 atoms, in Å:
O: -1.8838 0.2758 0.8270  -0.669
O: 1.4219 0.3821 1.0387  -0.708
O: 0.0705 1.5920 -0.8990  -0.667
O: 1.7591 -1.4268 -0.1814  -0.553
O: -1.1635 -1.7249 -0.3426  -0.564
C: -1.1342 -0.5020 -0.0420  0.746
C: 0.0485 0.1838 -0.8980  -0.083
C: 1.2305 -0.3392 -0.0392  0.750
H: 0.0813 1.8034 -0.0504  0.468
H: 2.2824 0.3337 1.4686  0.520
H: -2.6861 -0.2680 0.9962  0.507
H: -0.0265 -0.3098 -1.8777  0.252

Q:
C3H4O5 | ωB97M-V/def2-TZVPD

The total charge is 0. As for the HOMO-LUMO gap: 8.895 eV.

Each line ends with the natural charge from an NBO analysis.
Positions of all 12 atoms, in Å:
O: 0.4758 -1.8092 -0.7861  -0.683
O: -1.7882 -1.7742 -0.4948  -0.565
O: -0.1869 2.2086 1.2951  -0.565
O: 1.6382 1.0819 0.5132  -0.683
O: -0.4033 -0.2910 1.0084  -0.499
C: -0.5470 0.3919 -0.3826  -0.437
C: -0.7107 -1.2650 -0.4434  0.921
C: 0.3212 1.3017 0.7102  0.921
H: 0.3369 -2.7658 -0.8518  0.508
H: 2.1137 1.6535 1.1343  0.508
H: 0.2494 0.4068 -1.1282  0.311
H: -1.4990 0.8608 -0.5744  0.264

How do the energies compare? Relative to the most stable structure, in hartree: P 0.0000; Q 0.1395.

P:
C6H12O | ωB97M-V/def2-TZVPD

The total charge is 0. As for the structure (SMILES): CC[C@@]1(C)C[C@H]1O. As for the HOMO-LUMO gap: 10.187 eV.

Each line ends with the natural charge from an NBO analysis.
Positions of all 19 atoms, in Å:
O: -1.3578 2.0893 0.8212  -0.701
C: -1.5179 0.8280 0.2455  0.088
C: -0.5184 -0.9625 -1.2449  -0.609
C: -0.3575 -0.1276 0.0252  -0.087
C: 2.2270 -0.2344 -0.3257  -0.605
C: 1.0527 0.2094 0.5435  -0.392
C: -1.3554 -0.3436 1.1424  -0.427
H: -0.9898 -0.0898 2.1353  0.222
H: -0.7746 -0.3381 -2.1118  0.207
H: 3.1707 -0.0006 0.1785  0.214
H: -2.3210 0.7619 -0.4962  0.168
H: 1.1257 1.2823 0.7638  0.211
H: -1.0202 2.6831 0.1358  0.469
H: -2.0402 -1.1842 1.1035  0.211
H: 2.2084 -1.3191 -0.4810  0.200
H: 2.2353 0.2504 -1.3076  0.202
H: -1.3244 -1.6952 -1.1282  0.211
H: 0.3848 -1.5170 -1.5112  0.216
H: 1.1726 -0.2923 1.5118  0.201

Q:
C6H12O | ωB97M-V/def2-TZVPD

The total charge is 0. As for the structure (SMILES): C=C/C(C)=C/C.O. As for the HOMO-LUMO gap: 9.674 eV.

Each line ends with the natural charge from an NBO analysis.
Positions of all 19 atoms, in Å:
O: 1.2773 1.8039 2.2365  -0.938
C: 0.4931 -1.5421 0.6810  -0.653
C: 1.3376 -0.2004 -1.9499  -0.649
C: -0.3006 -0.5207 -0.0960  -0.057
C: 0.0288 0.0267 -1.2710  -0.168
C: -2.3099 0.8857 0.4019  -0.381
C: -1.6515 -0.2748 0.4757  -0.208
H: 0.9495 1.1698 1.5813  0.472
H: 1.2897 -0.8385 -2.8308  0.221
H: 0.2277 -2.5513 0.3629  0.228
H: 1.5660 -1.3779 0.6100  0.220
H: -2.0450 1.6582 -0.3032  0.190
H: 2.0796 -0.5975 -1.2726  0.213
H: 1.2062 2.6513 1.7857  0.467
H: -2.1669 -1.0440 1.0438  0.204
H: -0.7916 0.4863 -1.8018  0.203
H: 0.3082 -1.4371 1.7507  0.221
H: 1.7857 0.7479 -2.2775  0.217
H: -3.2838 0.9546 0.8733  0.198

How do the energies compare? Relative to the most stable structure, in hartree: P 0.0000; Q 0.0062.